This record from the Open Molecules 2025 dataset describes the ion C7H8N with charge +1 in a non-equilibrium geometry. The level of theory is the ωB97M-V functional and the def2-TZVPD basis.

For the HOMO energy, the calculation gives -13.3 eV. The value obtained for the LUMO energy is -6.197 eV. The calculation puts the largest force on an atom at 5.01 eV Å⁻¹. The total energy is -325.8040 hartree.

Structure (ORCA input):
```
! RIJCOSX wB97M-V def2-TZVPD def2/J DEFGRID3
* xyz 1 1
C 1.95052 -0.07672 -0.15105
C -0.20621 -1.14998 -0.00003
H 1.48885 -1.64338 1.17280
H 2.91393 0.12368 0.19892
C -1.44312 1.04522 -0.04224
C 1.21838 -1.39643 0.15776
H -3.51202 1.20000 0.02555
N -2.74541 0.58491 0.01257
H -1.01926 -1.95650 -0.06513
C 1.51449 2.38771 0.24610
H 1.89585 0.05034 -1.15255
C -0.31557 0.22208 0.10085
H -3.05116 -0.38746 0.07364
C 0.99464 1.13329 0.08760
H -1.23548 2.09541 -0.22329
H 1.55157 -2.23215 -0.44150
*
```